No. 1
Density functional theory data (ωB97M-V/def2-TZVPD) for a molecular structure, C36H33BF4N7P2S4SbSe2W.

Its spin multiplicity is 2. The value obtained for the total energy is -9585.3599 Eh. The charge is -1. The HOMO-LUMO gap (spin up / spin down) comes out at 5.5 / 5.2 eV. The relative energy (zero: lowest compared OMol25 entry of this formula, charge and spin) is 189.3 kJ/mol.

Atoms and positions in Å:
1 W 1.8362 1.6503 -1.3154
2 C 4.8669 6.1125 0.4145
3 C 4.7642 6.1373 -1.1045
4 N 5.1204 4.8720 -1.7298
5 C 4.3217 3.7735 -1.6916
6 S 2.6105 3.9981 -1.4196
7 N 4.8670 2.6244 -1.8872
8 N 3.9847 1.5621 -1.8638
9 C 4.5424 0.4220 -2.1053
10 C 5.9710 0.2586 -2.4777
11 C 3.6887 -0.7541 -1.9790
12 C 4.1602 -2.0233 -2.2489
13 C 3.3183 -3.1076 -2.0828
14 C 2.0186 -2.8775 -1.6859
15 C 1.6158 -1.5799 -1.4343
16 N 2.4290 -0.5247 -1.5551
17 H 4.5967 7.0840 0.8317
18 H 5.8833 5.8729 0.7316
19 H 4.1943 5.3619 0.8314
20 H 5.4255 6.8972 -1.5238
21 H 3.7522 6.3981 -1.4138
22 H 6.1023 4.6390 -1.7561
23 H 6.4288 1.2157 -2.6876
24 H 6.0482 -0.3923 -3.3498
25 H 6.4808 -0.2391 -1.6483
26 H 5.1955 -2.1642 -2.5118
27 H 3.6847 -4.1119 -2.2440
28 H 1.3016 -3.6707 -1.5261
29 H 0.5968 -1.4103 -1.1325
30 S -0.3803 2.4667 3.0071
31 Sb 0.8567 3.7171 1.6021
32 S 0.0232 3.2495 -0.6957
33 S 2.8601 2.2088 0.9131
34 Se -1.7427 -3.8279 -0.0989
35 P -1.9189 -2.2581 1.3047
36 C -1.3547 -2.7455 2.9602
37 C -0.1738 -3.4782 3.0679
38 C 0.2932 -3.8596 4.3124
39 C -0.4194 -3.5237 5.4573
40 C -1.5993 -2.8060 5.3535
41 C -2.0670 -2.4129 4.1059
42 C -3.6063 -1.6606 1.5478
43 C -4.6788 -2.4942 1.2470
44 C -5.9746 -2.0498 1.4523
45 C -6.2000 -0.7712 1.9492
46 C -5.1308 0.0554 2.2619
47 C -3.8306 -0.3926 2.0711
48 C -0.8649 -0.8499 0.8907
49 C -0.7933 0.1052 -0.1268
50 N 0.4928 0.5701 -0.0244
51 N 1.1170 -0.0263 0.9915
52 N 0.3180 -0.8663 1.5541
53 P -1.8525 0.7185 -1.4920
54 Se 0.9201 1.6050 -3.3790
55 C -2.6329 -0.8143 -2.1235
56 C -3.9046 -1.2793 -1.8058
57 C -4.4082 -2.4193 -2.4154
58 C -3.6456 -3.1142 -3.3410
59 C -2.3761 -2.6586 -3.6684
60 C -1.8831 -1.5096 -3.0742
61 C -3.2116 1.6280 -0.6815
62 C -3.0384 2.2160 0.5681
63 C -4.0026 3.0650 1.0892
64 C -5.1593 3.3354 0.3706
65 C -5.3392 2.7568 -0.8786
66 C -4.3662 1.9202 -1.4073
67 H 0.3791 -3.7377 2.1753
68 H 1.2208 -4.4114 4.3886
69 H -0.0501 -3.8212 6.4308
70 H -2.1583 -2.5418 6.2421
71 H -2.9864 -1.8472 4.0370
72 H -4.4817 -3.4721 0.8239
73 H -6.8108 -2.6947 1.2118
74 H -7.2137 -0.4175 2.0918
75 H -5.3015 1.0547 2.6388
76 H -2.9923 0.2464 2.3229
77 H -4.5062 -0.7545 -1.0746
78 H -5.3961 -2.7743 -2.1478
79 H -4.0376 -4.0109 -3.8045
80 H -1.7726 -3.1949 -4.3900
81 H -0.9003 -1.1394 -3.3498
82 H -2.1489 2.0124 1.1523
83 H -3.8374 3.5085 2.0640
84 H -5.9151 3.9964 0.7772
85 H -6.2340 2.9659 -1.4521
86 H -4.5084 1.4983 -2.3956
87 F 6.7523 -2.2406 -0.5227
88 B 5.9053 -2.0627 0.6155
89 F 5.2786 -0.7951 0.4967
90 F 6.6629 -2.1249 1.7773
91 F 4.9209 -3.0655 0.5912


No. 2
Density functional theory data (ωB97M-V/def2-TZVPD) for a molecular structure, C36H33FeN2.

Its spin multiplicity is 5. The value obtained for the total energy is -2764.6489 Eh. The charge is -1. The HOMO-LUMO gap (spin up / spin down) comes out at 2.6 / 5.1 eV.

Atoms and positions in Å:
1 N -3.2446 1.0079 -6.8247
2 C -3.1372 0.5364 -5.7572
3 C -3.0014 -0.0377 -4.4497
4 C -3.8733 0.3507 -3.4224
5 C -3.7315 -0.1839 -2.1528
6 C -2.6703 -1.0761 -1.8517
7 C -2.3628 -1.5209 -0.5152
8 C -2.4631 -0.7238 0.6159
9 N -2.1617 -1.2321 1.8318
10 C -1.7196 -2.6013 1.9878
11 C -1.3805 -2.7675 3.4792
12 C -1.6659 -1.4166 4.1558
13 C -2.1407 -0.4531 3.0521
14 C -2.7581 0.7361 0.5383
15 C -1.8920 1.5340 -0.2200
16 C -2.0982 2.9077 -0.3205
17 C -3.1914 3.4998 0.3226
18 C -4.0607 2.7071 1.0824
19 C -3.8388 1.3316 1.2071
20 C -1.8776 -1.5429 -2.9298
21 C -2.0105 -0.9976 -4.1964
22 H -4.6564 1.0832 -3.6352
23 H -4.4202 0.1121 -1.3612
24 H -2.0259 -2.5549 -0.4161
25 H -2.5124 -3.2984 1.6728
26 H -0.8333 -2.8072 1.3614
27 H -1.9961 -3.5659 3.9062
28 H -0.3286 -3.0505 3.6004
29 H -2.4553 -1.5142 4.9094
30 H -0.7743 -1.0182 4.6524
31 H -1.4696 0.4213 2.9671
32 H -3.1413 -0.0584 3.2855
33 H -1.0433 1.0566 -0.7210
34 H -1.4041 3.5123 -0.9038
35 H -3.3568 4.5797 0.2439
36 H -4.9180 3.1569 1.5839
37 H -4.5096 0.7178 1.8184
38 H -1.1110 -2.2910 -2.7260
39 H -1.3498 -1.3098 -5.0079
40 C 3.2193 2.6291 2.6714
41 C 3.2421 2.7842 1.2250
42 C 4.4369 2.1253 0.7200
43 C 5.1537 1.5634 1.8552
44 C 4.4004 1.8731 3.0614
45 Fe 3.3021 0.8840 1.7665
46 C 3.3325 -1.0051 2.3501
47 C 2.1579 -0.3134 2.8661
48 C 1.4479 0.2582 1.7528
49 C 2.1161 -0.1494 0.5084
50 C 1.7041 0.2116 -0.8025
51 C 2.1045 -0.4523 -1.9859
52 C 2.0987 0.2479 -3.2297
53 C 2.4503 -0.4008 -4.3997
54 C 2.7779 -1.7664 -4.3902
55 C 2.7785 -2.4720 -3.1798
56 C 2.4675 -1.8338 -1.9863
57 C 3.3292 -0.8805 0.9170
58 H 2.4969 3.0787 3.3491
59 H 2.5349 3.3681 0.6367
60 H 4.7818 2.1315 -0.3129
61 H 6.1371 1.0975 1.8231
62 H 4.7221 1.6759 4.0817
63 H 4.0635 -1.5683 2.9331
64 H 1.8324 -0.2607 3.9048
65 H 0.5151 0.8239 1.7681
66 H 1.1665 1.1556 -0.8986
67 H 1.8202 1.3081 -3.2219
68 H 2.4585 0.1513 -5.3388
69 H 3.0214 -2.2827 -5.3165
70 H 3.0158 -3.5348 -3.1598
71 H 2.4510 -2.3813 -1.0409
72 H 4.0490 -1.2950 0.2101


No. 3
Density functional theory data (ωB97M-V/def2-TZVPD) for a molecular structure, C36H33I2N4O3PSTi.

The value obtained for the total energy is -4020.4619 Eh. The charge is +2. The HOMO-LUMO gap comes out at 6.3 eV. The relative energy (zero: lowest compared OMol25 entry of this formula, charge and spin) is 54.8 kJ/mol.

Atoms and positions in Å:
1 Ti 0.5172 0.1943 0.0817
2 I 6.8526 3.9623 -1.7454
3 C 5.1238 2.8184 -1.5899
4 C 5.0036 1.6423 -2.3171
5 C 3.8554 0.8695 -2.2024
6 I 3.6800 -0.9069 -3.2641
7 C 2.8250 1.2897 -1.3719
8 O 1.7189 0.5261 -1.1967
9 C 2.9358 2.4740 -0.6404
10 C 1.7884 2.9455 0.2063
11 N 1.3047 1.9093 1.1830
12 C 2.3151 1.5628 2.2063
13 C 3.1419 0.4047 1.7271
14 C 4.4744 0.2498 2.0752
15 C 5.1785 -0.8320 1.5760
16 C 4.5333 -1.7166 0.7210
17 C 3.2093 -1.4923 0.4112
18 N 2.5104 -0.4700 0.9244
19 C 4.0929 3.2314 -0.7557
20 H 5.8045 1.3205 -2.9686
21 H 0.9309 3.2157 -0.4120
22 H 2.0887 3.8333 0.7658
23 H 0.5105 2.3275 1.6638
24 H 1.7929 1.2927 3.1264
25 H 2.9509 2.4220 2.4267
26 H 4.9511 0.9840 2.7107
27 H 6.2207 -0.9712 1.8298
28 H 5.0504 -2.5565 0.2794
29 H 2.6902 -2.1323 -0.2865
30 H 4.1873 4.1551 -0.1983
31 O -0.5755 1.2763 -1.4193
32 S -1.7410 1.7276 -0.6096
33 O -1.8588 3.1345 -0.4046
34 N -1.3372 0.8669 0.6776
35 C -1.7777 0.9603 1.9986
36 C -2.8102 1.7003 2.5084
37 C -3.1211 1.5997 3.8852
38 C -2.4269 0.7644 4.7131
39 C -1.3503 -0.0042 4.2036
40 C -0.5907 -0.9135 4.9696
41 C 0.4184 -1.6175 4.3702
42 C 0.7073 -1.3889 3.0165
43 N 0.0367 -0.5359 2.2621
44 C -1.0128 0.1245 2.8456
45 C -3.2119 1.0887 -1.3045
46 C -4.0660 0.2972 -0.5494
47 C -5.2623 -0.1170 -1.1153
48 C -5.5806 0.2552 -2.4135
49 C -4.7106 1.0423 -3.1580
50 C -3.5175 1.4749 -2.6050
51 H -3.3925 2.3557 1.8734
52 H -3.9365 2.1931 4.2753
53 H -2.6867 0.6787 5.7598
54 H -0.8174 -1.0515 6.0197
55 H 1.0103 -2.3351 4.9201
56 H 1.5256 -1.9198 2.5470
57 H -3.8170 0.0221 0.4671
58 H -5.9488 -0.7222 -0.5384
59 H -6.5187 -0.0638 -2.8481
60 H -4.9681 1.3296 -4.1683
61 H -2.8396 2.1018 -3.1704
62 C 0.6587 -3.5493 -0.9309
63 P -0.4345 -2.1260 -0.6423
64 C -1.6593 -2.7380 0.5448
65 C -1.2780 -1.8650 -2.2142
66 C -0.5468 -1.2938 -3.2563
67 C -1.1276 -1.1342 -4.5030
68 C -2.4413 -1.5332 -4.7116
69 C -3.1762 -2.0870 -3.6732
70 C -2.5990 -2.2557 -2.4235
71 H 0.0555 -4.3857 -1.2861
72 H 1.1643 -3.8334 -0.0072
73 H 1.3938 -3.3083 -1.6996
74 H -1.1579 -2.9893 1.4789
75 H -2.1475 -3.6367 0.1671
76 H -2.4075 -1.9711 0.7423
77 H 0.4754 -0.9668 -3.0978
78 H -0.5543 -0.6987 -5.3104
79 H -2.8928 -1.4141 -5.6878
80 H -4.1995 -2.3979 -3.8364
81 H -3.1869 -2.6934 -1.6271


| no. | largest force on an atom (Eh/bohr) |
| --- | --- |
| 1 | 0.0189 |
| 2 | 0.0617 |
| 3 | 0.0156 |